Entry from OMol25: a 2-piece molecular cluster, C20H21N2O2 overall in a non-equilibrium geometry (wB97M-V/def2-TZVPD).

```
! wB97M-V def2-TZVPD RIJCOSX def2/J DEFGRID3
* xyz 1 1
C -5.88 2.87 -0.96
O -5.80 1.43 -0.99
C -4.59 0.83 -0.81
C -4.57 -0.59 -0.69
C -3.38 -1.24 -0.39
C -2.15 -0.54 -0.34
C -0.89 -1.21 -0.23
C 0.32 -0.62 -0.59
C 1.57 -1.23 -0.48
C 2.82 -0.56 -0.69
C 4.06 -1.26 -0.79
C 5.26 -0.61 -0.94
C 5.30 0.82 -0.98
O 6.52 1.41 -1.01
C 6.58 2.86 -0.98
C 4.07 1.54 -0.91
C 2.88 0.85 -0.77
C -2.19 0.88 -0.48
C -3.38 1.55 -0.76
H -6.95 3.06 -0.98
H -5.44 3.29 -0.04
H -5.40 3.31 -1.85
H -5.50 -1.14 -0.82
H -3.37 -2.32 -0.25
H -0.88 -2.34 -0.22
H 0.25 0.37 -1.05
H 1.56 -2.29 -0.19
H 4.04 -2.36 -0.77
H 6.21 -1.14 -1.03
H 7.65 3.05 -1.01
H 6.09 3.30 -1.85
H 6.15 3.25 -0.05
H 4.08 2.63 -0.96
H 1.95 1.42 -0.72
H -1.27 1.45 -0.41
H -3.35 2.63 -0.96
N -1.20 -2.24 1.66
C -1.29 -3.46 2.12
N -1.45 -3.44 3.48
C -1.47 -2.11 3.87
C -1.32 -1.37 2.71
H -1.24 -4.39 1.57
H -1.54 -4.26 4.06
H -1.59 -1.78 4.88
H -1.29 -0.30 2.58
*
```

electronic energy	-1034.4006	Ha
frontier orbital gap	6.467	eV
energy above the lowest of the compared OMol25 structures with the same formula, charge and spin	57.0	kcal per mole


Entry from OMol25: C20H21N2O2 as an isolated structure in a non-equilibrium geometry (wB97M-V/def2-TZVPD).

```
! wB97M-V def2-TZVPD RIJCOSX def2/J DEFGRID3
* xyz 1 1
C 5.60 3.71 2.44
O 4.79 4.41 1.44
C 3.45 4.22 1.31
C 2.73 5.05 0.39
C 1.34 4.94 0.29
C 0.62 3.95 1.00
C -0.84 3.76 0.70
C -1.42 2.49 1.13
C -2.74 2.07 1.03
C -3.31 0.84 1.55
C -4.63 0.42 1.16
C -5.27 -0.69 1.71
C -4.61 -1.46 2.72
O -5.26 -2.51 3.30
C -4.58 -3.25 4.35
C -3.27 -1.12 3.04
C -2.66 0.00 2.49
C 1.36 3.15 1.91
C 2.75 3.22 2.00
H 6.59 4.18 2.39
H 5.19 3.84 3.45
H 5.70 2.64 2.21
H 3.29 5.72 -0.25
H 0.84 5.53 -0.49
H -1.23 4.14 -0.30
H -0.67 1.72 1.40
H -3.38 2.64 0.35
H -5.19 1.02 0.44
H -6.27 -0.99 1.40
H -5.30 -4.00 4.70
H -3.68 -3.76 3.97
H -4.30 -2.60 5.19
H -2.73 -1.76 3.75
H -1.67 0.28 2.84
H 0.86 2.32 2.42
H 3.30 2.47 2.57
N -1.52 5.35 1.37
C -2.19 6.36 0.84
N -2.48 7.32 1.75
C -1.96 6.91 2.95
C -1.37 5.71 2.71
H -2.52 6.49 -0.18
H -2.99 8.18 1.57
H -2.06 7.51 3.87
H -0.85 5.06 3.43
*
```

electronic energy	-1034.4000	Ha
frontier orbital gap	7.156	eV
energy above the lowest of the compared OMol25 structures with the same formula, charge and spin	57.4	kcal per mole


Entry from OMol25: one molecule with the formula C20H21N3O2S (wB97M-V/def2-TZVPD).

```
! wB97M-V def2-TZVPD RIJCOSX def2/J DEFGRID3
* xyz 0 1
C 3.87 3.50 0.96
C 4.31 2.18 0.41
C 5.57 2.02 -0.16
C 5.97 0.79 -0.66
C 5.12 -0.30 -0.60
C 3.87 -0.14 -0.02
N 2.98 -1.25 0.05
C 3.36 -2.51 0.47
O 4.46 -2.83 0.81
C 2.13 -3.40 0.40
C 0.99 -2.47 0.07
S -0.05 -2.11 1.55
C -1.43 -1.38 0.76
N -1.60 -1.62 -0.53
C -2.63 -1.03 -1.13
C -2.80 -1.31 -2.58
C -3.49 -0.19 -0.42
C -3.25 -0.05 0.95
N -2.21 -0.65 1.53
C -4.11 0.78 1.84
C -5.46 1.08 1.20
C -5.24 1.60 -0.22
C -4.64 0.50 -1.09
C 1.64 -1.15 -0.29
O 1.11 -0.18 -0.77
C 3.47 1.09 0.48
H 4.50 4.31 0.60
H 2.84 3.71 0.68
H 3.93 3.49 2.05
H 6.24 2.87 -0.22
H 6.95 0.68 -1.10
H 5.43 -1.26 -0.98
H 2.00 -3.92 1.35
H 2.29 -4.16 -0.38
H 0.29 -2.81 -0.70
H -2.07 -2.05 -2.89
H -2.64 -0.40 -3.16
H -3.80 -1.67 -2.78
H -3.58 1.71 2.05
H -4.23 0.26 2.80
H -6.07 0.17 1.16
H -6.00 1.82 1.80
H -4.56 2.45 -0.18
H -6.19 1.94 -0.65
H -5.41 -0.25 -1.31
H -4.31 0.92 -2.04
H 2.49 1.19 0.92
*
```

electronic energy	-1487.7418	Ha
frontier orbital gap	9.269	eV
energy above the lowest of the compared OMol25 structures with the same formula, charge and spin	4.2	kcal per mole
SMILES string	Cc1cccc(N2C(=O)C[C@@H](Sc3nc(C)c4c(n3)CCCC4)C2=O)c1


Entry from OMol25: one molecule with the formula C20H21N3O3 (wB97M-V/def2-TZVPD).

```
! wB97M-V def2-TZVPD RIJCOSX def2/J DEFGRID3
* xyz 0 1
C -3.62 -1.42 -2.38
C -4.60 -0.66 -1.49
C -4.02 -0.37 -0.11
N -2.94 0.59 -0.18
C -2.96 1.75 0.50
O -3.85 2.12 1.23
C -1.71 2.62 0.24
N -0.47 1.94 0.58
C 0.27 2.28 1.73
O 0.00 3.16 2.50
N 1.32 1.43 1.76
C 1.37 0.53 0.62
C 1.12 -0.92 0.99
C 0.68 -1.29 2.25
C 0.42 -2.62 2.53
C 0.60 -3.59 1.56
C 1.02 -3.22 0.29
C 1.28 -1.89 0.00
C 2.67 0.72 -0.13
C 3.81 0.06 0.32
C 5.03 0.26 -0.31
C 5.11 1.12 -1.39
C 3.98 1.78 -1.84
C 2.77 1.58 -1.21
C 0.13 0.97 -0.16
O -0.28 0.52 -1.20
H -4.07 -1.63 -3.35
H -2.71 -0.85 -2.55
H -3.34 -2.37 -1.92
H -4.88 0.28 -1.97
H -5.51 -1.26 -1.37
H -4.79 0.06 0.54
H -3.65 -1.30 0.34
H -2.18 0.38 -0.80
H -1.77 3.51 0.86
H -1.68 2.90 -0.82
H 2.06 1.50 2.43
H 0.53 -0.54 3.01
H 0.08 -2.90 3.52
H 0.39 -4.62 1.78
H 1.15 -3.97 -0.48
H 1.60 -1.60 -0.98
H 3.74 -0.61 1.17
H 5.91 -0.25 0.05
H 6.06 1.27 -1.89
H 4.05 2.44 -2.69
H 1.89 2.10 -1.57
*
```

electronic energy	-1164.8067	Ha
frontier orbital gap	10.103	eV
energy above the lowest of the compared OMol25 structures with the same formula, charge and spin	15.3	kcal per mole
SMILES string	CCCNC(=O)CN1C(=O)NC(c2ccccc2)(c2ccccc2)C1=O


Entry from OMol25: one molecule with the formula C20H21N3O3 in a non-equilibrium geometry (wB97M-V/def2-TZVPD).

```
! wB97M-V def2-TZVPD RIJCOSX def2/J DEFGRID3
* xyz 0 1
O -1.29 -0.05 -3.48
C -0.35 0.49 -2.92
C 0.71 -0.37 -2.33
C 0.46 -1.69 -1.86
C 1.69 -2.15 -1.51
C 2.15 -3.45 -0.93
O 1.27 -3.94 0.05
C 1.09 -3.24 1.21
C 1.79 -2.06 1.54
C 1.55 -1.42 2.72
C 0.60 -1.92 3.64
N 0.40 -1.26 4.80
C -0.47 -1.73 5.64
C -1.23 -2.90 5.42
C -1.04 -3.59 4.25
C -0.10 -3.11 3.31
C 0.16 -3.75 2.09
O 2.61 -1.20 -1.76
N 1.99 -0.11 -2.27
N -0.25 1.83 -2.82
C 0.76 2.55 -2.08
C 0.21 3.23 -0.82
C -0.65 4.46 -1.14
C -2.12 4.17 -1.44
C -2.40 2.92 -2.28
C -1.34 2.62 -3.35
H -0.49 -2.18 -1.80
H 2.16 -4.22 -1.70
H 3.17 -3.33 -0.53
H 2.53 -1.65 0.87
H 2.08 -0.52 2.99
H -0.60 -1.17 6.55
H -1.93 -3.24 6.16
H -1.59 -4.49 4.03
H -0.37 -4.65 1.82
H 1.20 3.31 -2.74
H 1.56 1.86 -1.81
H 1.06 3.55 -0.22
H -0.37 2.51 -0.24
H -0.20 4.99 -1.98
H -0.61 5.15 -0.29
H -2.54 5.04 -1.94
H -2.66 4.06 -0.49
H -3.37 3.04 -2.77
H -2.47 2.04 -1.65
H -1.79 2.03 -4.15
H -0.94 3.55 -3.78
*
```

electronic energy	-1164.6781	Ha
frontier orbital gap	8.664	eV
energy above the lowest of the compared OMol25 structures with the same formula, charge and spin	96.0	kcal per mole
SMILES string	O=C(c1cc(COc2ccc3ncccc3c2)on1)N1CCCCCC1